{
  "formula": "C51H96F3I2N4O15P2S2",
  "method": "ωB97M-V/def2-TZVPD",
  "lumo_ev": -3.0,
  "homo_lumo_gap_ev": 7.735,
  "total_charge": 1,
  "homo_energy_ev": -10.7,
  "symbols": ["C", "C", "P", "C", "C", "N", "C", "S", "O", "C", "C", "C", "C", "F", "C", "C", "C", "F", "C", "F", "N", "C", "O", "N", "O", "C", "I", "C", "C", "I", "C", "C", "C", "C", "S", "P", "N", "O", "O", "H", "H", "H", "H", "H", "H", "H", "H", "H", "H", "H", "H", "H", "H", "H", "H", "H", "H", "H", "H", "H", "H", "H", "H", "H", "H", "H", "H", "H", "H", "H", "H", "H", "H", "H", "H", "C", "C", "O", "C", "H", "H", "H", "H", "H", "H", "C", "C", "O", "C", "H", "H", "H", "H", "H", "H", "C", "C", "O", "C", "H", "H", "H", "H", "H", "H", "C", "C", "O", "C", "H", "H", "H", "H", "H", "H", "C", "C", "O", "C", "H", "H", "H", "H", "H", "H", "C", "C", "O", "C", "H", "H", "H", "H", "H", "H", "C", "C", "O", "C", "H", "H", "H", "H", "H", "H", "C", "C", "O", "C", "H", "H", "H", "H", "H", "H", "C", "C", "O", "C", "H", "H", "H", "H", "H", "H", "C", "C", "O", "C", "H", "H", "H", "H", "H", "H"],
  "xyz": [[1.62, -3.89, 6.77], [0.90, -3.06, 5.67], [2.14, -2.65, 4.36], [2.87, -1.22, 5.23], [0.89, -2.28, 2.89], [0.41, -3.65, 2.71], [0.97, -4.73, 2.83], [1.60, -6.16, 2.83], [-0.21, -1.49, 3.26], [-1.34, -1.34, 2.37], [-1.95, 0.00, 2.87], [-3.32, 0.45, 2.30], [-3.35, 1.90, 1.83], [-2.69, 2.71, 2.76], [-2.40, -2.45, 2.50], [-3.23, -2.48, 3.78], [-2.53, -2.59, 5.12], [-4.04, -3.64, 3.64], [-0.91, -1.11, 0.86], [-1.88, -1.52, -0.02], [0.41, -1.80, 0.38], [-0.15, -3.23, 0.12], [0.86, -4.19, 0.20], [0.46, -5.35, -0.60], [1.33, -6.08, -0.70], [0.90, -1.27, -0.98], [1.91, -2.60, -2.28], [0.78, -0.02, -1.49], [1.27, 0.33, -2.89], [-0.02, 1.75, -0.67], [1.47, -1.68, 1.57], [1.59, -0.12, 1.72], [2.07, 0.56, 3.00], [1.97, 2.08, 2.81], [3.33, 2.67, 1.76], [3.23, -2.24, 1.19], [3.59, -3.71, 0.94], [4.05, -1.61, 2.41], [3.65, -1.20, 0.02], [2.71, -3.91, 6.65], [1.37, -3.52, 7.77], [1.29, -4.93, 6.71], [0.11, -3.65, 5.22], [0.48, -2.13, 6.08], [3.25, -1.67, 6.16], [2.15, -0.44, 5.52], [3.72, -0.77, 4.70], [-2.01, -0.08, 3.96], [-1.21, 0.79, 2.68], [-3.66, -0.18, 1.47], [-4.07, 0.35, 3.09], [-4.38, 2.25, 1.75], [-2.86, 2.04, 0.86], [-3.12, -2.31, 1.68], [-1.99, -3.45, 2.36], [-3.94, -1.64, 3.81], [-3.28, -2.41, 5.91], [-2.17, -3.62, 5.26], [-1.73, -1.87, 5.25], [-0.81, -0.05, 0.70], [-0.92, -3.44, 0.86], [-0.59, -3.22, -0.88], [2.36, 0.18, -2.96], [0.78, -0.30, -3.64], [1.05, 1.37, -3.14], [2.17, 0.26, 0.87], [0.61, 0.32, 1.61], [3.10, 0.34, 3.28], [1.39, 0.30, 3.82], [2.07, 2.55, 3.80], [1.00, 2.39, 2.41], [2.63, 3.40, 0.89], [2.82, -4.36, 0.95], [4.37, -0.72, 2.22], [4.38, -1.62, -0.46], [0.77, 4.71, -5.49], [-0.08, 4.38, -4.30], [-0.18, 3.24, -3.88], [-0.81, 5.53, -3.66], [1.25, 3.80, -5.87], [0.16, 5.15, -6.28], [1.54, 5.44, -5.22], [-1.48, 6.00, -4.39], [-0.10, 6.28, -3.32], [-1.40, 5.17, -2.82], [4.76, -6.21, -1.38], [4.55, -5.84, -2.83], [4.44, -4.68, -3.18], [4.51, -6.97, -3.83], [4.77, -5.32, -0.77], [3.95, -6.87, -1.05], [5.70, -6.75, -1.27], [3.70, -7.65, -3.58], [5.44, -7.54, -3.79], [4.37, -6.58, -4.83], [4.46, 5.64, -0.46], [3.52, 6.80, -0.67], [2.56, 6.72, -1.40], [3.85, 8.07, 0.08], [4.12, 4.79, -1.06], [5.47, 5.90, -0.75], [4.46, 5.36, 0.60], [4.84, 8.42, -0.22], [3.85, 7.89, 1.16], [3.11, 8.83, -0.15], [-6.02, 1.87, 5.48], [-6.55, 0.51, 5.10], [-5.82, -0.39, 4.74], [-8.04, 0.31, 5.18], [-4.93, 1.88, 5.37], [-6.46, 2.64, 4.84], [-6.28, 2.10, 6.51], [-8.56, 1.01, 4.53], [-8.39, 0.48, 6.20], [-8.29, -0.71, 4.89], [-0.01, -10.99, -1.97], [1.40, -10.85, -1.45], [2.24, -11.70, -1.62], [1.73, -9.58, -0.69], [-0.11, -11.95, -2.49], [-0.72, -10.96, -1.15], [-0.25, -10.18, -2.66], [1.08, -9.49, 0.19], [1.56, -8.71, -1.33], [2.77, -9.62, -0.37], [-7.96, -3.88, 3.95], [-9.44, -3.94, 4.25], [-10.09, -2.93, 4.46], [-10.07, -5.31, 4.27], [-7.61, -2.85, 3.96], [-7.41, -4.46, 4.69], [-7.76, -4.32, 2.97], [-9.59, -5.93, 5.02], [-9.95, -5.79, 3.30], [-11.13, -5.22, 4.49], [-4.57, 6.63, -6.75], [-4.05, 7.31, -5.51], [-2.88, 7.58, -5.37], [-5.07, 7.65, -4.45], [-3.75, 6.44, -7.44], [-5.05, 5.68, -6.49], [-5.31, 7.26, -7.25], [-5.57, 6.75, -4.11], [-5.83, 8.32, -4.87], [-4.58, 8.14, -3.62], [3.74, 10.39, -3.07], [5.22, 10.48, -2.79], [5.82, 9.60, -2.21], [5.93, 11.71, -3.29], [3.34, 9.45, -2.67], [3.22, 11.23, -2.61], [3.57, 10.43, -4.15], [5.49, 12.61, -2.84], [5.82, 11.78, -4.37], [6.98, 11.66, -3.04], [-4.14, -7.71, -3.61], [-2.73, -7.58, -3.09], [-1.90, -8.44, -3.26], [-2.39, -6.32, -2.33], [-4.25, -8.65, -4.13], [-4.85, -7.66, -2.78], [-4.36, -6.89, -4.29], [-3.03, -6.22, -1.45], [-2.55, -5.44, -2.97], [-1.35, -6.36, -2.02], [7.04, 7.66, -4.44], [6.98, 8.23, -5.84], [6.85, 9.42, -6.04], [7.05, 7.25, -6.99], [6.98, 8.48, -3.74], [6.21, 6.97, -4.28], [7.98, 7.11, -4.30], [6.24, 6.52, -6.92], [7.99, 6.69, -6.95], [6.99, 7.78, -7.93]],
  "mulliken_charge": [-1.242, 0.289, -0.250, -1.234, 0.121, -0.398, 0.849, -0.290, -0.585, 2.745, -1.377, -0.576, -0.498, -0.335, -1.324, 1.416, -1.335, -0.447, -0.904, -0.498, 1.047, -2.309, -0.088, -0.172, -0.069, -0.482, 0.204, 0.600, -1.325, 0.067, 1.673, -0.617, -0.475, -0.901, -0.234, 0.518, -0.687, -0.546, -0.443, 0.328, 0.343, 0.356, -0.138, 0.313, 0.575, 0.440, 0.312, 0.854, 0.269, 0.413, -0.281, 0.412, 0.115, 0.552, 0.529, -0.394, 0.529, 0.377, 0.103, -0.354, 0.883, 1.209, 0.414, 0.419, 0.155, 1.506, -1.108, 0.344, -0.201, 0.538, 0.256, 0.091, 0.037, 0.404, 0.474, -1.160, 0.929, -0.597, -0.691, 0.295, 0.347, 0.310, 0.060, 0.272, 0.228, -0.448, 0.849, -0.572, -1.163, 0.058, -0.063, 0.451, 0.271, 0.353, 0.322, -1.068, 1.008, -0.571, -1.112, 0.254, 0.360, 0.242, 0.222, 0.421, 0.268, -1.261, 0.795, -0.417, -0.765, 0.247, 0.333, 0.395, 0.339, 0.353, -0.038, -0.952, 0.667, -0.558, -0.788, 0.316, 0.319, 0.202, 0.396, 0.121, 0.302, -0.752, 0.826, -0.538, -1.203, 0.022, 0.329, 0.342, 0.314, 0.323, 0.325, -1.163, 0.913, -0.591, -1.128, 0.300, 0.318, 0.362, 0.312, 0.351, 0.301, -1.021, 0.992, -0.570, -1.263, 0.106, 0.360, 0.359, 0.432, 0.316, 0.293, -1.218, 0.670, -0.512, -0.721, 0.323, 0.333, 0.336, 0.387, 0.377, 0.028, -0.769, 0.800, -0.537, -1.125, 0.021, 0.274, 0.387, 0.298, 0.323, 0.316]
}